{"formula": "C4H6O2", "method": "the ωB97M-V functional and the def2-TZVPD basis", "species": ["O", "O", "C", "C", "C", "C", "H", "H", "H", "H", "H", "H"], "positions_angstrom": [[-1.41239, -1.12752, -1.64964], [0.35213, -0.45912, 1.36726], [0.46261, 0.96206, 1.17013], [-0.94962, -1.44173, -0.46954], [0.33479, 0.82134, -0.35419], [0.27290, -0.68309, -0.04180], [-0.34607, 1.50288, 1.67489], [1.42817, 1.34290, 1.52291], [1.12707, -1.27038, -0.41966], [1.19884, 1.14578, -0.93624], [-1.89030, -2.01731, -1.06496], [-0.57814, 1.22418, -0.79916]], "forces_ev_per_angstrom": [[0.0365, -0.1917, 0.2941], [-0.0062, -0.1213, 0.0664], [0.0346, 0.3672, 0.1019], [0.3216, 0.3542, -0.1014], [-0.0208, 0.1027, -0.1009], [-0.0159, -0.2086, -0.1472], [0.1107, -0.0930, -0.0749], [-0.1380, -0.0699, -0.0560], [-0.0984, 0.0328, 0.0379], [-0.1508, -0.0671, 0.0933], [-0.2082, -0.0409, -0.1959], [0.1349, -0.0645, 0.0829]], "mulliken_charge": [-0.3383, -0.4058, -0.2958, -0.7538, -0.5600, 0.4403, 0.2496, 0.2261, 0.2613, 0.2767, 0.6608, 0.2388], "homo_ev": -8.8, "lumo_ev": 0.62, "orbital_gap_ev": 9.5, "largest_force_ev_per_a": 0.5, "energy_ev": -8334.9628, "e_above_lowest_kcal_mol": 126.8}


{"formula": "C4H13PSi", "method": "the ωB97M-V functional and the def2-TZVPD basis", "species": ["P", "Si", "C", "C", "C", "C", "H", "H", "H", "H", "H", "H", "H", "H", "H", "H", "H", "H", "H"], "positions_angstrom": [[2.87499, 0.54459, -0.46860], [0.22854, -0.26619, 0.11756], [-0.16189, -1.16091, -1.40907], [-0.98311, 1.14422, 0.20237], [0.56459, -1.08018, 1.78603], [-1.84963, 1.54790, 1.36278], [-1.21904, -1.30421, -1.57466], [3.00692, 1.72656, 0.11615], [0.62088, -0.21378, 2.48516], [-2.71400, 0.90590, 1.43715], [-0.34140, 2.00846, 0.00321], [0.39348, -2.08732, -1.39897], [2.79008, 1.17440, -1.68160], [1.43896, -1.61135, 1.75464], [0.09092, -0.45236, -2.18662], [-2.40704, 2.41563, 1.14247], [-1.34676, 1.59935, 2.31566], [-0.24579, -1.81462, 2.04680], [-1.73735, 0.90680, -0.64558]], "forces_ev_per_angstrom": [[-1.6911, -3.0831, 0.3118], [2.0729, 1.3062, 0.8632], [-0.1636, -0.2016, -0.0542], [-0.8317, 0.1479, -1.2846], [-2.9826, 1.0944, -0.3267], [-0.5509, -1.2791, 0.3777], [-0.4431, -0.4677, 0.3335], [-0.0118, 2.0181, 1.4041], [-0.0595, -0.8884, -0.1728], [0.0023, -1.0475, 0.4843], [-0.2891, 0.0529, -0.7429], [0.1277, -0.2558, -0.7187], [-0.4272, 0.2626, -1.1274], [2.3988, -1.1692, 0.0893], [0.6256, -0.1781, -0.4581], [0.0869, 1.7737, -0.1406], [0.0765, 0.2007, 0.3053], [0.5204, 0.9121, 0.0482], [1.5396, 0.8019, 0.8086]], "mulliken_charge": [-0.1546, 0.2090, -1.0676, -0.3429, -1.0411, -1.2907, 0.3822, -0.0033, 0.2771, 0.3434, 0.3287, 0.3063, 0.0075, 0.4153, 0.3588, 0.4122, 0.3131, 0.2953, 0.2512], "homo_ev": -7.9, "lumo_ev": 0.79, "orbital_gap_ev": 8.7, "largest_force_ev_per_a": 3.5, "energy_ev": -21523.7649, "e_above_lowest_kcal_mol": 23.3}